Entry 1:
96
Properties=species:S:1:pos:R:3 method="wB97M-V/def2-TZVPD" homo_ev="-12.19 / -12.19" relative_energy_ev=4.2361 charge=+2
Lu -1.610 -0.596 1.864
C 2.793 -1.812 5.291
C 2.890 -1.235 3.913
C 1.925 -0.227 3.587
C 1.897 0.246 2.278
C 2.806 -0.166 1.311
C 3.761 -1.111 1.625
C 3.747 -1.667 2.888
H 1.727 -1.806 5.599
H 3.378 -1.246 6.042
H 3.043 -2.859 5.300
H 1.174 0.018 4.364
H 1.182 1.102 2.023
H 2.728 0.360 0.348
H 4.419 -1.576 0.861
H 4.474 -2.433 3.179
I -1.613 1.965 4.018
C -2.467 0.266 5.224
I -1.749 -1.864 5.248
H -3.529 0.242 4.945
H -2.282 0.610 6.244
O -3.527 -0.892 1.370
N -1.313 0.979 0.413
C -2.376 1.590 0.115
C -2.576 2.954 -0.337
C -3.884 3.297 -0.611
C -4.171 4.394 -1.420
C -3.165 5.282 -1.773
C -1.836 4.990 -1.387
C -1.517 3.847 -0.596
P 0.283 3.661 -0.031
C 1.052 3.609 -1.703
C 0.756 2.394 -2.357
C 1.272 2.127 -3.582
C 2.055 3.064 -4.270
C 2.338 4.259 -3.646
C 1.797 4.594 -2.427
C 0.822 5.229 0.756
C -0.105 6.151 1.314
C 0.428 7.358 1.847
C 1.770 7.715 1.699
C 2.659 6.788 1.152
C 2.205 5.522 0.762
H -4.350 -0.435 1.120
H -3.309 0.993 0.156
H -4.717 2.765 -0.165
H -5.217 4.496 -1.762
H -3.344 6.192 -2.325
H -1.013 5.644 -1.634
H 0.036 1.680 -1.955
H 1.161 1.136 -3.981
H 2.231 2.951 -5.340
H 3.042 4.948 -4.114
H 1.754 5.643 -2.135
H -1.168 5.936 1.332
H -0.230 8.027 2.435
H 2.163 8.682 2.095
H 3.754 6.975 1.208
H 2.921 4.761 0.395
C -1.028 -5.838 1.133
C -1.682 -4.991 0.024
C -1.804 -5.835 -1.229
C -3.076 -4.573 0.493
Si -0.674 -3.378 -0.253
O -0.772 -2.315 0.988
C -1.338 -2.580 -1.840
C -1.651 -1.225 -1.885
C -1.875 -0.611 -3.143
C -1.663 -1.279 -4.315
C -1.368 -2.629 -4.294
C -1.169 -3.264 -3.052
C 1.144 -3.901 -0.722
C 1.952 -4.665 0.122
C 3.126 -5.229 -0.352
C 3.595 -4.910 -1.625
C 2.912 -3.963 -2.358
C 1.703 -3.448 -1.930
H -1.679 -6.629 1.504
H -0.774 -5.237 1.965
H -0.113 -6.251 0.682
H -1.865 -6.893 -0.924
H -0.919 -5.814 -1.900
H -2.738 -5.603 -1.841
H -3.760 -5.440 0.526
H -3.650 -3.800 -0.072
H -2.975 -4.262 1.512
H -1.612 -0.622 -0.968
H -2.216 0.409 -3.118
H -1.788 -0.764 -5.260
H -1.183 -3.201 -5.211
H -0.904 -4.303 -3.029
H 1.677 -4.930 1.146
H 3.722 -5.842 0.278
H 4.545 -5.371 -1.903
H 3.290 -3.699 -3.404
H 1.236 -2.630 -2.521


Entry 2:
101
Properties=species:S:1:pos:R:3 method="wB97M-V/def2-TZVPD" homo_ev="-3.39 / -3.52" multiplicity=8 relative_energy_ev=0.3193 charge=-1
Eu 0.164 -0.608 1.139
B -2.121 -3.068 1.535
N -1.807 -3.216 0.066
C -2.323 -4.114 -0.795
C -1.647 -4.015 -1.994
C -0.681 -3.037 -1.748
N -0.806 -2.546 -0.529
N -0.962 -3.715 2.305
C -0.919 -4.905 2.929
C 0.355 -5.054 3.438
C 1.036 -3.905 3.043
N 0.238 -3.079 2.334
H -3.151 -3.651 1.739
H -2.167 -1.851 1.773
H -3.137 -4.729 -0.506
H -1.803 -4.480 -2.949
H 0.110 -2.639 -2.348
H -1.817 -5.507 3.020
H 0.780 -5.924 3.948
H 2.084 -3.630 3.214
C 2.698 3.384 1.890
O 1.301 3.755 1.756
C 0.593 2.766 1.126
O 1.116 1.856 0.480
N -0.745 2.896 1.343
N -1.512 1.768 0.903
H 2.813 2.396 2.310
H 3.066 4.164 2.571
H 3.173 3.394 0.947
H -1.037 3.240 2.248
H -2.119 2.108 0.163
H -2.148 1.563 1.664
I 2.280 -0.912 -1.500
C 2.004 -1.289 -3.550
C 2.906 -2.267 -4.018
C 2.896 -2.688 -5.367
C 2.063 -2.056 -6.239
C 1.215 -1.010 -5.818
C 0.455 -0.297 -6.787
C -0.397 0.692 -6.433
C -0.593 0.938 -5.077
C 0.055 0.303 -4.085
P -0.661 0.574 -2.415
C -2.431 0.069 -2.734
C -3.207 -0.086 -3.869
C -4.570 -0.185 -3.853
C -5.254 -0.274 -2.638
C -4.505 -0.286 -1.480
C -3.134 -0.113 -1.536
C -0.803 2.407 -2.432
C 0.373 3.094 -2.184
C 0.341 4.471 -2.003
C -0.865 5.179 -2.070
C -2.020 4.478 -2.402
C -2.002 3.107 -2.564
C 1.087 -0.662 -4.448
H 3.584 -2.737 -3.306
H 3.558 -3.472 -5.682
H 2.111 -2.293 -7.275
H 0.574 -0.514 -7.846
H -0.916 1.217 -7.224
H -1.296 1.719 -4.799
H -2.761 -0.066 -4.849
H -5.088 -0.160 -4.788
H -6.343 -0.382 -2.578
H -4.967 -0.464 -0.502
H -2.562 -0.190 -0.612
H 1.299 2.587 -1.955
H 1.230 5.044 -1.726
H -0.918 6.228 -1.952
H -2.932 5.052 -2.541
H -2.903 2.596 -2.870
C 5.978 -0.915 2.465
C 4.618 -0.977 3.220
C 4.457 -2.299 3.996
C 4.484 0.224 4.174
C 3.583 -0.908 2.224
C 2.693 -0.860 1.371
H 6.771 -0.833 3.230
H 5.954 -0.039 1.862
H 6.141 -1.786 1.803
H 5.388 -2.491 4.556
H 4.292 -3.158 3.370
H 3.600 -2.210 4.711
H 5.221 0.073 4.974
H 3.469 0.229 4.611
H 4.665 1.181 3.688
C -0.324 0.338 3.630
C -1.301 1.299 4.020
C -0.947 2.634 4.371
C -1.867 3.627 4.570
C -3.241 3.388 4.534
C -3.631 2.066 4.197
C -2.703 1.075 3.939
H -0.473 -0.714 3.846
H 0.694 0.630 3.889
H 0.106 2.796 4.430
H -1.538 4.636 4.831
H -3.972 4.194 4.627
H -4.670 1.788 4.148
H -2.978 0.045 3.704


Entry 3:
103
Properties=species:S:1:pos:R:3 method="wB97M-V/def2-TZVPD" homo_ev=-7.53 relative_energy_ev=22.9990
N 0.079 -1.308 -4.615
C 0.961 -0.769 -3.779
C 2.166 -0.274 -4.146
C 2.506 -0.433 -5.516
C 1.653 -1.048 -6.416
C 0.414 -1.391 -5.940
H 0.645 -0.499 -2.782
H 2.748 0.103 -3.318
H 3.507 -0.082 -5.718
H 1.870 -1.165 -7.467
H -0.248 -1.841 -6.664
N -0.552 -2.620 1.563
C -0.884 -3.148 2.757
C -1.140 -4.488 2.959
C -0.947 -5.372 1.917
C -0.581 -4.887 0.615
C -0.427 -3.494 0.511
H -1.020 -2.485 3.598
H -1.448 -4.863 3.924
H -1.057 -6.420 2.153
H -0.444 -5.630 -0.156
H -0.516 -3.054 -0.472
N -5.087 0.391 0.622
C -6.221 -0.051 1.144
C -6.604 -1.384 0.871
C -5.720 -2.198 0.111
C -4.529 -1.737 -0.345
C -4.209 -0.400 -0.043
H -6.819 0.624 1.739
H -7.510 -1.774 1.312
H -5.868 -3.256 -0.051
H -3.863 -2.269 -1.008
H -3.217 0.001 -0.189
N 3.481 -1.360 3.323
C 2.397 -1.216 2.484
C 1.051 -1.349 2.871
C 0.828 -1.780 4.120
C 1.838 -2.140 4.958
C 3.118 -1.900 4.522
H 2.670 -0.916 1.483
H 0.178 -1.182 2.258
H -0.160 -1.722 4.551
H 1.648 -2.599 5.918
H 3.918 -2.060 5.230
N 1.283 2.212 -3.029
C 2.483 1.752 -2.594
C 3.585 1.738 -3.507
C 3.366 2.015 -4.860
C 2.165 2.458 -5.296
C 1.183 2.513 -4.392
H 2.659 1.804 -1.530
H 4.564 1.561 -3.087
H 4.125 1.785 -5.593
H 1.928 2.592 -6.341
H 0.194 2.873 -4.634
N 4.014 1.386 4.705
C 3.674 1.278 3.413
C 2.369 1.445 3.019
C 1.371 1.660 3.925
C 1.661 1.840 5.236
C 3.005 1.681 5.604
H 4.419 0.928 2.714
H 2.098 1.003 2.071
H 0.325 1.697 3.659
H 0.866 2.107 5.917
H 3.257 1.790 6.648
N -2.122 2.201 -1.997
C -3.034 1.717 -1.083
C -3.073 2.220 0.244
C -2.332 3.359 0.526
C -1.451 3.840 -0.449
C -1.374 3.293 -1.744
H -3.586 0.880 -1.485
H -3.815 1.852 0.937
H -2.402 3.754 1.529
H -0.735 4.587 -0.139
H -0.719 3.724 -2.486
N -1.530 -0.344 -1.505
C -1.674 -0.969 -0.268
C -0.690 -0.764 0.722
C 0.409 0.000 0.547
C 0.522 0.698 -0.693
C -0.506 0.555 -1.652
H -2.587 -1.544 -0.217
H -0.825 -1.361 1.611
H 1.135 0.023 1.346
H 1.298 1.436 -0.832
H -0.364 1.193 -2.511
C -0.397 1.928 2.105
Cl -1.058 0.445 2.889
Cl -0.740 3.474 3.074
H 0.643 1.659 1.922
H -0.862 2.047 1.126
C -0.562 -2.626 -2.844
Cl -1.553 -4.004 -2.356
Cl 1.028 -2.930 -2.207
H -0.600 -2.400 -3.910
H -0.863 -1.779 -2.226
C 2.260 3.942 0.318
Cl 3.446 3.712 -0.947
Cl 0.922 2.727 0.312
H 2.853 3.891 1.231
H 1.743 4.891 0.173


no.,energy (Eh)
1,-4331.9650
2,-3519.4378
3,-4864.4435